No. 1
{
  "formula": "C26H42O8",
  "method": "ωB97M-V with the def2-TZVPD basis set",
  "elements": ["C", "C", "C", "C", "C", "C", "C", "C", "C", "C", "C", "O", "C", "C", "C", "O", "H", "H", "H", "H", "H", "H", "H", "H", "H", "H", "H", "H", "H", "H", "C", "O", "C", "C", "O", "C", "C", "O", "C", "H", "H", "H", "H", "H", "H", "H", "H", "H", "H", "H", "H", "H", "H", "C", "O", "C", "C", "O", "C", "C", "O", "C", "H", "H", "H", "H", "H", "H", "H", "H", "H", "H", "H", "H", "H", "H"],
  "positions_angstrom": [[-2.8450, 2.9331, -0.9513], [-1.8542, 1.7771, -1.4347], [-2.4289, 1.0279, -2.7053], [-1.4087, 0.0097, -3.3695], [-3.0621, 2.0524, -3.7003], [-4.5322, 2.2099, -3.6977], [-5.2294, 3.1563, -4.5744], [-4.3891, 3.9811, -5.4743], [-2.9360, 3.8255, -5.4835], [-2.2328, 2.8652, -4.5914], [-0.6936, 2.8381, -4.6876], [0.0787, 2.5411, -3.8016], [-0.0612, 3.2872, -6.0546], [-0.7137, 4.1681, -6.8683], [-2.1148, 4.7093, -6.4872], [-2.5936, 5.7241, -6.9436], [-2.4882, 3.3144, 0.0514], [-3.9018, 2.5723, -0.8442], [-2.8550, 3.8103, -1.6468], [-0.8678, 2.2765, -1.5999], [-1.7701, 1.0687, -0.5646], [-3.2860, 0.3961, -2.3223], [-1.7719, -1.0379, -3.1715], [-1.4127, 0.1242, -4.4918], [-0.3689, 0.0821, -2.9639], [-5.1078, 1.5674, -2.9806], [-6.3365, 3.2321, -4.5286], [-4.8803, 4.7226, -6.1427], [0.9459, 2.9342, -6.3908], [-0.2625, 4.5172, -7.8317], [2.0788, 0.9572, 0.0662], [2.2447, 1.2370, 1.4432], [2.1260, 2.6163, 1.7620], [1.3858, 2.8169, 3.0747], [-0.0156, 2.5532, 3.0222], [-0.4225, 1.2054, 2.8034], [-0.1360, 0.2537, 3.9561], [1.2546, -0.0085, 4.0744], [1.7160, -0.0343, 5.4110], [2.9963, 1.1966, -0.4816], [1.8706, -0.1079, -0.0387], [1.2325, 1.5108, -0.3548], [1.6003, 3.1567, 0.9679], [3.1384, 3.0250, 1.8411], [1.4672, 3.8739, 3.3405], [1.8531, 2.2608, 3.8895], [-0.0259, 0.8272, 1.8603], [-1.5082, 1.2490, 2.6763], [-0.6359, -0.7033, 3.7630], [-0.5400, 0.6775, 4.8825], [1.3064, 0.7994, 5.9899], [2.8017, 0.0690, 5.3944], [1.4564, -0.9870, 5.8836], [2.2225, -6.9110, 3.9478], [2.3499, -6.1862, 2.7402], [1.2903, -6.4131, 1.8230], [0.8953, -5.1305, 1.1079], [0.1968, -4.1820, 1.9113], [0.9171, -3.5628, 2.9761], [2.0137, -2.6033, 2.5371], [3.1158, -3.3047, 1.9754], [3.6583, -2.6847, 0.8278], [2.5313, -7.9513, 3.8001], [2.8768, -6.4488, 4.6870], [1.1972, -6.8738, 4.3323], [0.4132, -6.8239, 2.3339], [1.6378, -7.1516, 1.0932], [0.1957, -5.4002, 0.3123], [1.7510, -4.6636, 0.6166], [1.2913, -4.3089, 3.6779], [0.1729, -2.9799, 3.5266], [2.3832, -2.0578, 3.4091], [1.5970, -1.8809, 1.8260], [2.8698, -2.3503, 0.1456], [4.2673, -3.4219, 0.3027], [4.2917, -1.8402, 1.1164]],
  "lowdin_charge": [-0.11, -0.21, -0.31, -0.06, -0.12, -0.02, -0.03, 0.00, -0.05, -0.02, -0.30, 0.08, 0.03, 0.01, -0.32, 0.09, 0.07, 0.07, 0.07, 0.09, 0.11, 0.13, 0.08, 0.08, 0.07, 0.11, 0.10, 0.11, 0.12, 0.12, -0.10, -0.21, -0.19, -0.17, -0.12, -0.18, -0.18, -0.23, -0.11, 0.09, 0.07, 0.07, 0.12, 0.13, 0.13, 0.11, 0.11, 0.13, 0.12, 0.13, 0.09, 0.09, 0.09, -0.11, -0.20, -0.19, -0.18, -0.12, -0.17, -0.18, -0.20, -0.11, 0.09, 0.09, 0.09, 0.12, 0.13, 0.13, 0.11, 0.11, 0.12, 0.12, 0.12, 0.08, 0.09, 0.09],
  "e_above_lowest_kj_mol": 611.8,
  "max_force_ev_per_a": 3.346,
  "orbital_gap_ha": 0.28913,
  "lumo_ev": -1.03
}

No. 2
{
  "formula": "C26H43BF6I2N2O7P",
  "method": "ωB97M-V with the def2-TZVPD basis set",
  "elements": ["C", "C", "P", "C", "C", "C", "C", "B", "O", "O", "C", "O", "C", "C", "C", "C", "C", "C", "C", "C", "C", "C", "C", "I", "N", "N", "I", "H", "H", "H", "H", "H", "H", "H", "H", "H", "H", "H", "H", "H", "H", "H", "H", "H", "H", "H", "H", "H", "H", "H", "H", "H", "H", "H", "H", "H", "H", "H", "H", "H", "C", "C", "O", "C", "O", "C", "F", "F", "F", "H", "H", "H", "H", "H", "C", "C", "O", "C", "O", "C", "F", "F", "F", "H", "H", "H", "H", "H"],
  "positions_angstrom": [[1.7153, -2.4634, -4.8463], [1.4188, -1.3326, -3.8562], [-0.1908, -1.5597, -2.9613], [-1.3404, -2.5266, -4.0354], [-0.9483, 0.1477, -2.9325], [-1.2743, 0.6964, -1.6768], [-1.1199, -0.0701, -0.4047], [-2.4497, -0.8709, -0.0305], [-2.4915, -1.6855, 1.0678], [-3.5663, -0.6937, -0.7971], [-1.8178, 1.9687, -1.6619], [-2.1858, 2.6314, -0.5651], [-1.2286, 2.9598, 0.4872], [0.2223, 3.0354, 0.0467], [1.0546, 3.3242, 1.3069], [0.4454, 4.1040, -1.0449], [1.3063, 3.6215, -2.2196], [1.2272, 4.6630, -3.3419], [2.7659, 3.4041, -1.7884], [-2.1084, 2.6128, -2.8840], [-2.8537, 3.9099, -2.9307], [-4.3524, 3.6985, -2.5937], [-4.9405, 2.4484, -3.2248], [-7.0693, 2.4322, -3.0250], [-1.7983, 2.0676, -4.0351], [-1.2164, 0.8814, -4.0280], [-0.8702, 0.2918, -5.9648], [1.3234, -3.4260, -4.5141], [1.3376, -2.2390, -5.8436], [2.7948, -2.5867, -4.9401], [2.1751, -1.3255, -3.0701], [1.4813, -0.3621, -4.3511], [-1.5258, -3.4807, -3.5463], [-0.9635, -2.6866, -5.0421], [-2.2928, -1.9977, -4.1156], [-0.3263, -0.8138, -0.4841], [-0.8591, 0.5742, 0.4311], [-1.6698, -2.1719, 1.1983], [-4.1446, -1.4663, -0.7926], [-1.5493, 3.9431, 0.8350], [-1.3654, 2.2798, 1.3296], [0.5867, 2.0803, -0.3432], [0.9222, 4.3645, 1.6137], [0.7496, 2.6960, 2.1465], [2.1151, 3.1716, 1.1129], [0.9704, 4.9542, -0.5987], [-0.5034, 4.4989, -1.4183], [0.8965, 2.6818, -2.6149], [1.9886, 4.4897, -4.1035], [1.4061, 5.6629, -2.9363], [0.2421, 4.6641, -3.8153], [3.4471, 3.6636, -2.6006], [2.9802, 2.3692, -1.5141], [3.0283, 4.0551, -0.9524], [-2.7595, 4.3206, -3.9353], [-2.4497, 4.5983, -2.1892], [-4.4495, 3.6320, -1.5080], [-4.9103, 4.5866, -2.8900], [-4.7575, 2.3976, -4.2968], [-4.6066, 1.5324, -2.7409], [-2.4427, -6.9374, 3.1722], [-1.0032, -7.3095, 2.9047], [-0.2558, -6.1817, 2.3754], [0.1623, -5.2990, 3.2621], [0.0042, -5.3076, 4.4457], [0.9762, -4.1931, 2.5531], [0.3591, -3.7403, 1.4434], [2.1725, -4.6569, 2.1877], [1.1526, -3.1524, 3.3595], [-2.9107, -6.5443, 2.2693], [-2.9945, -7.8197, 3.4942], [-2.5155, -6.1826, 3.9540], [-0.9258, -8.0714, 2.1335], [-0.5041, -7.6740, 3.8010], [1.9913, -1.7080, 6.2133], [3.4329, -2.0568, 5.9269], [4.1471, -0.9206, 5.3858], [4.5645, -0.0217, 6.2635], [4.4291, -0.0440, 7.4493], [5.3219, 1.1066, 5.5248], [4.6480, 1.5135, 4.4394], [6.5202, 0.6648, 5.1254], [5.4987, 2.1505, 6.3214], [1.5145, -1.3149, 5.3150], [1.4497, -2.5974, 6.5344], [1.9155, -0.9550, 6.9965], [3.5078, -2.8186, 5.1542], [3.9476, -2.4192, 6.8157]],
  "lowdin_charge": [-0.16, -0.45, 1.01, -0.31, -0.32, -0.13, -0.03, -0.65, 0.19, 0.19, -0.18, 0.01, -0.11, -0.34, -0.04, -0.14, -0.42, -0.07, -0.06, -0.20, -0.11, -0.29, -0.68, 0.80, 0.07, -0.49, 1.13, 0.07, 0.05, 0.08, 0.07, 0.02, 0.04, 0.00, 0.03, 0.08, 0.10, 0.09, 0.13, 0.15, 0.13, 0.13, 0.09, 0.08, 0.08, 0.13, 0.10, 0.11, 0.08, 0.09, 0.07, 0.08, 0.08, 0.08, 0.13, 0.11, 0.11, 0.10, 0.04, 0.03, -0.06, -0.18, 0.03, -0.41, 0.18, -0.54, 0.14, 0.18, 0.17, 0.08, 0.09, 0.08, 0.13, 0.13, -0.06, -0.19, 0.03, -0.40, 0.18, -0.55, 0.16, 0.17, 0.18, 0.07, 0.09, 0.08, 0.12, 0.13],
  "e_above_lowest_kj_mol": 0.0,
  "max_force_ev_per_a": 0.761,
  "orbital_gap_ha": 0.26727,
  "lumo_ev": -4.20,
  "charge": 1
}

No. 3
{
  "formula": "C26H43Cl6N5O5PPbS",
  "method": "ωB97M-V with the def2-TZVPD basis set",
  "elements": ["Pb", "C", "C", "C", "C", "C", "H", "H", "H", "H", "H", "Cl", "C", "C", "C", "Cl", "C", "Cl", "C", "Cl", "C", "Cl", "C", "N", "C", "P", "O", "N", "C", "C", "N", "C", "C", "H", "H", "H", "H", "H", "H", "H", "H", "H", "H", "H", "H", "H", "H", "H", "H", "H", "H", "C", "C", "C", "C", "N", "C", "S", "N", "C", "C", "C", "C", "H", "H", "H", "H", "H", "H", "H", "H", "H", "H", "H", "H", "H", "H", "H", "H", "H", "H", "H", "H", "O", "Cl", "O", "O", "O"],
  "positions_angstrom": [[-1.4260, 0.1192, 0.7994], [-2.8772, -1.2825, -1.3941], [-3.6020, -1.2906, -0.2257], [-2.9524, -2.1626, 0.7182], [-1.7793, -2.6093, 0.0780], [-1.7549, -2.1320, -1.2467], [-3.1263, -0.8292, -2.2835], [-4.4977, -0.7373, -0.0400], [-3.1821, -2.2566, 1.7775], [-1.0267, -3.2070, 0.5355], [-0.9982, -2.2775, -2.0339], [0.7917, 2.0772, 2.2383], [-0.7365, 2.5503, 2.9295], [-1.8449, 1.7710, 2.7956], [-2.9619, 2.1069, 3.4526], [-4.2823, 0.9178, 3.4273], [-3.0974, 3.3492, 4.0871], [-4.5518, 3.7376, 4.9374], [-1.9631, 4.1621, 4.1375], [-2.0028, 5.6966, 4.9032], [-0.7512, 3.7330, 3.6506], [0.7824, 4.5821, 3.7798], [-3.2389, 4.7239, 0.8053], [-2.9267, 4.6305, -0.6144], [-3.0139, 5.8944, -1.3175], [-1.8264, 3.4443, -1.1213], [-2.0852, 2.2006, -0.2927], [-0.3164, 4.1390, -1.0188], [-0.0254, 5.2015, -0.0201], [0.8565, 3.3570, -1.4365], [-2.0261, 3.1732, -2.7440], [-1.2696, 3.8439, -3.8099], [-2.7528, 2.0060, -3.2627], [-2.7050, 5.5441, 1.3333], [-3.0216, 3.7705, 1.3051], [-4.3666, 4.8044, 0.8794], [-2.5484, 6.6873, -0.6877], [-4.0517, 6.1623, -1.4491], [-2.6115, 5.9382, -2.3427], [-0.9313, 5.4210, 0.5242], [0.3471, 6.1008, -0.5313], [0.7351, 4.8829, 0.7027], [0.5264, 2.5276, -2.0290], [1.4236, 2.9932, -0.5626], [1.5831, 3.9830, -1.9893], [-0.6101, 4.5395, -3.2832], [-1.9384, 4.3651, -4.5253], [-0.6338, 3.1578, -4.3754], [-3.0662, 1.3843, -2.4283], [-2.0552, 1.5083, -3.9660], [-3.6704, 2.3965, -3.7860], [4.1152, -4.9777, -2.5659], [2.8397, -4.1189, -2.7903], [1.9681, -3.7162, -1.6428], [2.5821, -2.6296, -0.7898], [1.6923, -2.0394, 0.2142], [1.3209, -2.6134, 1.3583], [0.4779, -1.7660, 2.5831], [1.6764, -3.8903, 1.4853], [1.3230, -4.6905, 2.6635], [2.2735, -5.8808, 2.7015], [3.7785, -5.4603, 2.7976], [4.1677, -4.6678, 4.0267], [4.3072, -5.6162, -3.4396], [3.9591, -5.6403, -1.7353], [5.0536, -4.4931, -2.3584], [2.2492, -4.7419, -3.5242], [3.0225, -3.2280, -3.3307], [1.7934, -4.6509, -1.0375], [0.9712, -3.3142, -1.9249], [2.8287, -1.7728, -1.4611], [3.5404, -2.9831, -0.3930], [1.5970, -1.0624, 0.2216], [2.0811, -4.3767, 0.7531], [0.2727, -4.9907, 2.5416], [1.4163, -4.0689, 3.5457], [2.1526, -6.3737, 1.7775], [2.0167, -6.5308, 3.4769], [4.0829, -4.8228, 1.9674], [4.4140, -6.3889, 2.7771], [3.5668, -3.7714, 4.2660], [5.2337, -4.4525, 4.1179], [3.8225, -5.2069, 4.9353], [0.8141, 1.0854, -4.0417], [1.4933, 0.0380, -3.2539], [0.7429, -1.1790, -3.3441], [2.8794, -0.1701, -3.7103], [1.5339, 0.3632, -1.8461]],
  "lowdin_charge": [1.36, -0.23, -0.26, -0.25, -0.29, -0.17, 0.06, 0.08, 0.09, 0.05, 0.08, 0.63, -0.74, -0.34, -0.72, 0.61, -0.71, 0.65, -0.73, 0.67, -0.69, 0.63, -0.12, -0.31, -0.12, 0.60, -0.46, -0.29, -0.08, -0.10, -0.29, -0.11, -0.08, 0.08, 0.06, 0.11, 0.09, 0.07, 0.08, 0.04, 0.09, 0.06, 0.03, 0.07, 0.10, 0.07, 0.09, 0.07, 0.05, 0.09, 0.09, -0.10, -0.25, -0.22, -0.17, 0.04, -0.82, 0.56, 0.02, -0.21, -0.17, -0.25, -0.13, 0.07, 0.05, 0.06, 0.12, 0.08, 0.11, 0.11, 0.12, 0.12, 0.08, 0.07, 0.12, 0.07, 0.09, 0.09, 0.09, 0.12, 0.07, 0.07, 0.08, -0.38, 0.67, -0.36, -0.37, -0.39],
  "e_above_lowest_kj_mol": 100.0,
  "max_force_ev_per_a": 2.959,
  "orbital_gap_ha": 0.26612,
  "lumo_ev": 2.23,
  "charge": -1
}